Here is C3H9N3O as an isolated structure in a non-equilibrium geometry from the OMol25 dataset. Energies are from ωB97M-V with the def2-TZVPD basis set.

Summary:
LUMO (eV): 0.327
Total charge: 0
Energy relative to the best compared isomer or geometry (same formula, charge and spin) (eV): 5.113
Frontier orbital gap (eV): 8.3

CARTESIAN COORDINATES (ANGSTROEM)
C 1.195 -1.158 1.481
O 0.419 -0.073 0.961
H -0.880 -0.258 0.733
H 2.179 -0.794 1.780
H 1.339 -1.934 0.726
H 0.663 -1.585 2.332
C 0.438 0.161 -0.674
N 0.361 1.494 -0.966
C -1.878 -0.117 -0.225
N 1.026 -0.762 -1.291
N -2.591 0.916 -0.377
H 1.234 1.946 -1.199
H -0.297 2.022 -0.409
H 1.225 -0.556 -2.264
H -2.281 1.732 0.157
H -2.152 -1.034 -0.765



Here is a 2-piece molecular cluster, C41H40N2O4S2 overall in a non-equilibrium geometry from the OMol25 dataset. Energies are from ωB97M-V with the def2-TZVPD basis set.

Summary:
LUMO (eV): -1.181
Total charge: 0
Energy relative to the best compared isomer or geometry (same formula, charge and spin) (eV): 2.376
Frontier orbital gap (eV): 3.7

CARTESIAN COORDINATES (ANGSTROEM)
C -0.694 6.047 2.408
C -0.236 4.642 2.672
C -0.451 3.670 1.713
C -0.029 2.314 1.885
C -0.347 1.358 0.927
C 0.745 2.049 3.059
N 1.281 0.760 3.193
C 1.942 0.056 2.238
N 2.059 -1.215 2.664
C 2.496 -2.358 1.935
C 3.854 -2.489 1.602
C 4.727 -1.276 1.549
C 4.365 -3.783 1.409
C 3.553 -4.900 1.627
C 4.149 -6.267 1.804
C 2.169 -4.723 1.759
C 1.614 -3.453 1.904
C 0.138 -3.292 2.093
C 1.499 -1.303 3.960
C 1.009 -0.107 4.272
C 0.920 2.998 4.064
C 1.679 2.710 5.324
C 0.389 4.282 3.875
H -0.628 6.640 3.323
H -0.079 6.533 1.639
H -1.730 6.054 2.048
H -0.963 3.936 0.787
H 2.102 0.391 1.242
H -0.311 0.292 1.119
H -0.861 1.703 0.031
H 4.406 -0.613 0.733
H 4.732 -0.667 2.466
H 5.756 -1.582 1.314
H 5.419 -3.904 1.142
H 3.372 -7.036 1.766
H 4.907 -6.480 1.043
H 4.634 -6.359 2.787
H 1.514 -5.596 1.813
H -0.364 -4.160 1.646
H -0.160 -3.274 3.152
H -0.255 -2.392 1.603
H 1.485 -2.237 4.498
H 0.413 0.221 5.110
H 2.024 3.667 5.736
H 1.041 2.238 6.085
H 2.551 2.070 5.153
H 0.502 5.038 4.654
C 2.511 0.357 -5.868
C 2.386 -0.786 -5.072
C 3.091 -0.881 -3.872
C 3.936 0.161 -3.484
S 4.927 -0.038 -2.013
C 4.331 1.150 -0.835
C 2.981 1.206 -0.525
C 2.274 2.490 -0.719
C 2.522 3.556 0.162
C 1.985 4.819 -0.071
C 1.159 5.041 -1.175
C 0.838 3.969 -2.016
C 1.404 2.711 -1.807
S 5.445 2.364 -0.090
C 7.183 2.180 -0.547
C 7.900 1.056 -0.137
C 9.228 0.895 -0.541
C 9.851 1.876 -1.320
C 9.150 3.035 -1.663
C 7.823 3.204 -1.255
O 5.117 3.661 -0.651
O 5.350 2.138 1.343
O 4.666 -1.378 -1.516
O 6.263 0.354 -2.414
C 4.027 1.330 -4.247
C 3.303 1.429 -5.439
H 1.974 0.422 -6.817
H 1.757 -1.623 -5.379
H 3.019 -1.767 -3.244
H 2.404 0.279 -0.608
H 3.105 3.354 1.063
H 2.229 5.630 0.619
H 0.749 6.035 -1.363
H 0.156 4.116 -2.855
H 1.216 1.876 -2.496
H 7.420 0.319 0.505
H 9.768 -0.005 -0.241
H 10.880 1.731 -1.658
H 9.632 3.819 -2.250
H 7.284 4.122 -1.483
H 4.684 2.133 -3.913
H 3.378 2.341 -6.037



Here is C15H37CsO13P4 as an isolated structure in a non-equilibrium geometry from the OMol25 dataset. Energies are from ωB97M-V with the def2-TZVPD basis set.

Summary:
LUMO (eV): -0.028
Total charge: 0
Energy relative to the best compared isomer or geometry (same formula, charge and spin) (eV): 2.690
Frontier orbital gap (eV): 8.7

CARTESIAN COORDINATES (ANGSTROEM)
Cs 1.418 -1.734 -0.130
C 5.564 -0.581 2.885
C 4.617 -1.463 2.086
O 5.046 -2.830 2.219
P 4.725 -1.142 0.288
O 6.284 -1.244 -0.056
O 4.477 0.409 0.046
O 3.849 -2.035 -0.503
P 2.874 -1.378 2.705
O 2.404 -0.035 1.837
O 2.747 -1.073 4.143
O 2.208 -2.564 2.077
H 6.597 -0.832 2.640
H 5.390 -0.739 3.948
H 5.407 0.477 2.668
H 4.262 -3.387 2.085
H 6.460 -1.985 -0.652
H 3.594 0.676 0.368
H 1.461 0.110 2.020
C -4.588 -2.765 1.585
C -3.623 -2.654 0.438
C -4.156 -3.098 -0.897
O -3.257 -1.215 0.324
P -1.763 -0.875 -0.026
O -1.069 -1.853 -0.883
C -1.808 0.717 -0.851
P -0.200 1.036 -1.581
O 0.792 0.664 -0.547
O -0.025 0.200 -2.885
C -0.606 0.239 -4.226
C -2.100 0.026 -4.178
C -0.182 1.478 -4.975
O -0.180 2.525 -2.087
C -0.067 3.621 -1.102
C 1.286 4.252 -1.310
C -1.236 4.544 -1.311
O -1.010 -0.672 1.352
C -1.624 -0.386 2.666
C -1.486 1.095 2.918
C -0.911 -1.247 3.675
H -4.988 -3.780 1.630
H -5.426 -2.076 1.455
H -4.105 -2.554 2.540
H -2.705 -3.199 0.664
H -5.022 -2.496 -1.185
H -4.468 -4.143 -0.847
H -3.388 -3.010 -1.666
H -2.004 1.514 -0.128
H -2.597 0.692 -1.604
H -0.143 -0.631 -4.689
H -2.638 0.926 -3.865
H -2.367 -0.803 -3.520
H -2.450 -0.215 -5.185
H -0.697 2.372 -4.621
H -0.427 1.335 -6.031
H 0.892 1.645 -4.896
H -0.106 3.179 -0.103
H 1.369 4.626 -2.333
H 2.088 3.537 -1.128
H 1.424 5.092 -0.625
H -1.211 4.984 -2.311
H -1.198 5.354 -0.580
H -2.187 4.021 -1.189
H -2.670 -0.675 2.599
H -0.436 1.396 2.864
H -1.847 1.338 3.919
H -2.057 1.697 2.208
H 0.130 -0.953 3.835
H -0.917 -2.297 3.380
H -1.423 -1.157 4.638



Here is C34H66Br6F3NiO14S6 as an isolated structure in a non-equilibrium geometry from the OMol25 dataset. Energies are from ωB97M-V with the def2-TZVPD basis set.

Summary:
LUMO (spin up / spin down) (eV): -6.935 / -9.597
Total charge: +2
Multiplicity: 4
Frontier orbital gap (spin up / spin down) (eV): 6.3 / 3.6

CARTESIAN COORDINATES (ANGSTROEM)
Ni -3.391 2.048 1.311
C -1.701 -0.691 -0.135
O -0.530 -0.086 -0.755
O -2.501 0.414 0.261
C -2.421 -1.784 -0.953
F -1.537 -2.838 -0.978
F -3.695 -2.108 -0.531
F -2.440 -1.655 -2.218
C 0.641 -0.030 0.132
C 1.743 0.434 -0.738
H 2.638 0.407 -0.116
H 1.860 -0.333 -1.504
H 1.570 1.452 -1.088
H 0.867 -1.038 0.480
H 0.470 0.588 1.014
H -1.582 -1.351 0.725
C -0.513 -4.036 2.086
C -1.141 -3.411 3.345
C -0.400 -2.023 3.552
S 1.337 -2.455 3.431
O 1.651 -3.090 4.757
O 1.976 -1.223 3.010
C 1.047 -3.749 2.068
H -0.950 -3.622 1.178
H -0.746 -5.100 2.052
H -0.991 -4.091 4.183
H -2.221 -3.291 3.259
H -0.602 -1.404 4.425
H -0.658 -1.389 2.704
H 1.600 -4.684 2.151
H 1.393 -3.332 1.123
C 8.233 -0.951 0.833
C 7.264 -1.188 -0.358
C 5.721 -1.262 0.254
S 6.004 -2.319 1.767
O 5.975 -3.772 1.521
O 5.261 -1.814 2.882
C 7.733 -1.853 2.033
H 8.131 0.103 1.092
H 9.266 -1.174 0.564
H 7.565 -2.128 -0.821
H 7.368 -0.453 -1.156
H 4.882 -1.664 -0.315
H 5.423 -0.248 0.519
H 8.267 -2.787 2.210
H 7.821 -1.278 2.955
C -4.738 0.956 -3.823
C -5.642 0.315 -2.820
C -6.347 1.433 -1.975
S -4.936 2.641 -1.763
O -4.393 2.532 -0.378
O -5.548 3.922 -2.145
C -3.896 1.975 -3.117
H -5.222 1.461 -4.658
H -4.122 0.156 -4.233
H -5.020 -0.176 -2.071
H -6.347 -0.343 -3.328
H -6.904 1.281 -1.051
H -7.006 1.927 -2.689
H -3.049 1.542 -2.585
H -3.359 2.710 -3.717
C -1.201 6.144 -1.537
C -1.355 4.841 -2.261
C -0.551 3.830 -1.561
S -0.772 4.236 0.246
O 0.544 4.546 0.862
O -1.680 3.257 0.845
C -1.672 5.861 -0.099
H -1.941 6.870 -1.877
H -0.196 6.501 -1.763
H -0.850 4.946 -3.221
H -2.392 4.600 -2.494
H 0.517 3.793 -1.776
H -0.838 2.785 -1.684
H -1.378 6.607 0.639
H -2.760 5.839 -0.157
C -2.231 3.950 5.991
C -0.779 4.080 5.618
C -0.708 3.620 4.191
S -1.551 1.960 4.235
O -0.690 1.006 4.921
O -2.150 1.718 2.918
C -2.790 2.521 5.517
H -2.863 4.780 5.676
H -2.307 4.222 7.043
H -0.299 3.335 6.253
H -0.357 5.018 5.977
H 0.284 3.529 3.749
H -1.136 4.381 3.538
H -2.761 1.594 6.091
H -3.705 2.405 4.937
C 1.786 -3.782 -5.117
C 2.792 -4.837 -4.876
C 2.173 -5.910 -3.909
S 1.414 -4.813 -2.588
O 2.581 -4.540 -1.718
O 0.122 -5.342 -2.102
C 1.278 -3.351 -3.701
H 0.891 -4.153 -5.616
H 2.193 -3.081 -5.846
H 3.673 -4.391 -4.414
H 3.120 -5.432 -5.727
H 2.894 -6.563 -3.417
H 1.391 -6.385 -4.502
H 1.810 -2.494 -3.289
H 0.222 -3.081 -3.729
Br 4.258 3.571 -5.319
C 2.871 2.422 -4.374
C 1.452 2.724 -4.867
Br 0.123 1.352 -4.267
H 2.923 2.500 -3.288
H 3.123 1.418 -4.715
H 1.420 2.721 -5.956
H 1.061 3.671 -4.495
Br -5.231 -5.490 -1.236
C -6.267 -4.282 0.020
C -7.292 -5.066 0.773
Br -9.114 -4.775 0.109
H -6.885 -3.537 -0.482
H -5.438 -3.869 0.596
H -7.290 -4.710 1.803
H -7.031 -6.123 0.832
Br 2.854 3.600 4.427
C 3.274 1.848 3.431
C 4.390 2.027 2.360
Br 3.850 3.018 0.702
H 2.369 1.574 2.889
H 3.504 1.023 4.106
H 4.921 1.155 1.976
H 5.222 2.531 2.851



- The highest total charge belongs to which entry?
  C34H66Br6F3NiO14S6